Formula: C30H26NO7P2S
Source: the Open Molecules 2025 dataset
Level of theory: ωB97M-V/def2-TZVPD

## Properties
E_tot, hartree: -2820.92645
Charge: +1
Highest occupied orbital energy, eV: -11.09
Orbital gap, eV: 7.25

Positions of all 67 atoms, in Å:
S1 -4.649 -4.611 1.202
P1 -6.818 -5.094 0.876
P2 -3.766 -6.622 1.094
O1 -7.460 -3.630 1.017
O2 -2.842 -2.442 1.716
O3 -6.789 -5.262 -0.718
O4 3.046 2.813 -5.979
O5 1.906 2.520 5.082
O6 0.790 -0.532 0.819
O7 1.341 2.598 -0.901
N1 -4.589 -7.635 1.913
C1 2.156 0.211 -2.086
C2 2.164 1.419 -2.770
C3 2.149 3.986 -4.139
C4 -0.036 0.718 2.636
C5 4.808 0.093 1.819
C6 1.701 2.646 -2.059
C7 1.208 6.278 -2.887
C8 5.095 0.920 2.900
C9 2.980 0.302 -4.742
C10 2.748 1.222 3.300
C11 1.689 3.927 -2.820
C12 -2.613 -2.915 0.402
C13 2.587 1.468 -4.098
C14 2.149 5.196 -4.819
C15 2.458 0.407 2.201
C16 2.633 2.762 -4.841
C17 1.052 0.141 1.799
C18 0.249 1.494 3.759
C19 3.493 -0.159 1.469
C20 2.554 -0.948 -2.730
C21 -2.102 1.712 4.196
C22 1.659 1.811 4.132
C23 -2.385 0.954 3.064
C24 2.960 -0.904 -4.060
C25 1.680 6.339 -4.194
C26 -1.353 0.461 2.285
C27 -3.850 -3.659 -0.137
C28 4.068 1.482 3.639
C29 1.216 5.077 -2.201
C30 -0.789 1.986 4.540
H1 -2.909 2.094 4.808
H2 6.123 1.122 3.167
H3 -1.559 -0.128 1.404
H4 0.855 5.020 -1.183
H5 0.837 7.172 -2.404
H6 1.680 7.281 -4.726
H7 -0.558 2.580 5.413
H8 -3.412 0.748 2.792
H9 3.263 -0.797 0.626
H10 -3.615 -6.845 -0.283
H11 -2.500 -6.308 1.599
H12 4.282 2.122 4.484
H13 -1.741 -3.574 0.364
H14 5.612 -0.352 1.250
H15 2.515 5.232 -5.835
H16 2.546 -1.890 -2.196
H17 -2.405 -2.067 -0.254
H18 -7.069 -3.061 1.691
H19 -4.948 -8.363 1.300
H20 1.833 0.188 -1.056
H21 -7.654 -5.109 -1.121
H22 3.299 0.349 -5.774
H23 -4.572 -2.988 -0.597
H24 -2.152 -2.758 2.297
H25 3.263 -1.811 -4.566
H26 -3.514 -4.389 -0.877



Formula: C30H27AuN3
Source: the Open Molecules 2025 dataset
Level of theory: ωB97M-V/def2-TZVPD

## Properties
E_tot, hartree: -1459.36620
Energy above the lowest of the compared OMol25 structures with the same formula, charge and spin, kJ/mol: 0.00
Charge: -1
Highest occupied orbital energy, eV: -4.01
Orbital gap, eV: 6.58

Positions of all 61 atoms, in Å:
Au1 1.539 -1.298 -0.089
N1 -2.468 1.452 0.408
N2 -2.064 -0.797 0.137
N3 -0.286 0.717 0.048
C1 -6.494 1.711 -0.695
C2 0.086 -3.779 -0.238
C3 1.374 4.533 -0.082
C4 0.246 2.724 -1.179
C5 -4.752 2.008 0.920
C6 -0.197 -2.407 -0.138
C7 0.215 1.998 0.013
C8 8.791 -1.666 0.246
C9 -1.560 -2.115 0.017
C10 -6.083 2.109 0.565
C11 -4.212 1.130 -1.265
C12 0.798 2.549 1.167
C13 8.109 -1.238 1.376
C14 -1.518 0.432 0.154
C15 -2.191 -4.441 -0.007
C16 8.098 -1.809 -0.948
C17 -2.556 -3.107 0.085
C18 -3.217 0.692 -2.296
C19 -3.803 1.504 0.026
C20 4.650 -0.917 0.063
C21 6.750 -1.531 -1.014
C22 3.438 -0.814 0.003
C23 0.798 1.733 2.423
C24 6.046 -1.106 0.122
C25 0.826 3.977 -1.226
C26 -4.019 -2.776 0.279
C27 1.363 3.809 1.102
C28 6.760 -0.957 1.320
C29 -5.555 1.235 -1.595
C30 -0.862 -4.779 -0.176
H1 -2.950 -5.214 0.056
H2 1.263 0.769 2.215
H3 -0.221 1.539 2.763
H4 -6.802 2.496 1.275
H5 8.638 -1.125 2.315
H6 0.855 4.521 -2.161
H7 1.822 5.517 -0.113
H8 -0.174 2.279 -2.070
H9 6.231 -0.625 2.204
H10 -0.570 -5.820 -0.252
H11 1.119 -4.081 -0.359
H12 -5.864 0.965 -2.596
H13 -3.623 0.840 -3.294
H14 -2.112 2.232 0.939
H15 -4.406 -2.119 -0.505
H16 1.804 4.235 1.996
H17 -4.611 -3.690 0.254
H18 -4.196 -2.298 1.248
H19 6.209 -1.646 -1.945
H20 -4.427 2.324 1.901
H21 1.344 2.235 3.218
H22 -7.532 1.790 -0.985
H23 -3.060 -0.772 0.300
H24 -2.298 1.267 -2.202
H25 8.617 -2.146 -1.837
H26 9.850 -1.886 0.295
H27 -2.956 -0.361 -2.183



> The lowest charge belongs to which entry?

C30H27AuN3



> What is the formula in the second record?

C30H27AuN3